[1]
{
  "formula": "C28H33AsBrN2O12SSbTi",
  "method": "ωB97M-V/def2-TZVPD",
  "max_force_ev_per_a": 0.69,
  "spin_multiplicity": 3,
  "relative_energy_kj_mol": 43.8,
  "gap_ev": [3.6596, 6.8997],
  "charge": -2,
  "species": ["Ti", "O", "As", "O", "O", "C", "C", "C", "C", "C", "C", "S", "O", "O", "O", "H", "H", "H", "H", "H", "O", "C", "O", "C", "C", "C", "C", "C", "C", "N", "O", "O", "H", "H", "H", "H", "Br", "C", "C", "N", "C", "C", "C", "C", "O", "O", "H", "H", "H", "C", "C", "C", "Sb", "C", "C", "C", "C", "C", "C", "H", "H", "H", "H", "H", "H", "H", "H", "H", "H", "H", "H", "H", "H", "H", "H", "H", "H", "H", "H", "H"],
  "coordinates": [[0.664, -1.591, -0.342], [0.714, -1.036, 4.103], [-0.263, -0.407, 2.768], [-0.775, 1.108, 3.082], [0.711, -0.658, 1.438], [-1.821, -1.554, 3.010], [-2.415, -1.368, 4.256], [-3.541, -2.088, 4.620], [-4.100, -3.000, 3.736], [-3.530, -3.186, 2.488], [-2.397, -2.467, 2.133], [-1.725, -2.741, 0.518], [-2.624, -3.637, -0.151], [-0.342, -3.236, 0.705], [-1.581, -1.405, -0.105], [1.544, -1.357, 3.723], [-1.987, -0.644, 4.937], [-3.985, -1.933, 5.595], [-4.980, -3.565, 4.015], [-3.946, -3.880, 1.772], [4.442, -1.543, -1.470], [3.792, -2.038, -0.569], [2.482, -1.790, -0.460], [4.358, -2.916, 0.464], [3.589, -3.493, 1.489], [4.159, -4.306, 2.441], [5.547, -4.575, 2.403], [6.329, -3.999, 1.375], [5.737, -3.193, 0.436], [6.133, -5.390, 3.352], [7.384, -5.611, 3.290], [5.410, -5.901, 4.262], [2.522, -3.304, 1.523], [3.572, -4.758, 3.226], [7.386, -4.215, 1.357], [6.326, -2.748, -0.356], [-2.316, 1.411, -6.534], [-1.807, -0.223, -5.719], [-2.112, -1.421, -6.344], [-1.791, -2.603, -5.822], [-1.153, -2.614, -4.655], [-0.801, -1.457, -3.967], [-1.141, -0.228, -4.512], [-0.105, -1.530, -2.652], [0.107, -2.649, -2.116], [0.230, -0.459, -2.062], [-2.636, -1.425, -7.293], [-0.903, -3.577, -4.229], [-0.888, 0.677, -3.979], [-1.094, 4.227, 2.517], [-0.356, 4.500, 1.210], [1.049, 5.026, 1.499], [-0.222, 2.699, -0.026], [-2.376, 2.462, -0.345], [-2.632, 1.592, -1.575], [-3.231, 3.724, -0.380], [0.394, 3.849, -1.802], [-0.646, 4.721, -2.492], [1.098, 2.936, -2.801], [-1.194, 5.152, 3.100], [-0.566, 3.488, 3.117], [-2.094, 3.821, 2.355], [-0.903, 5.244, 0.621], [1.667, 4.251, 1.959], [1.010, 5.870, 2.198], [1.558, 5.368, 0.595], [-2.645, 1.883, 0.545], [-2.367, 2.126, -2.494], [-3.693, 1.329, -1.647], [-2.063, 0.664, -1.539], [-3.121, 4.328, 0.521], [-2.987, 4.353, -1.237], [-4.290, 3.453, -0.470], [1.148, 4.515, -1.366], [-1.465, 4.125, -2.901], [-0.195, 5.267, -3.331], [-1.076, 5.458, -1.810], [0.379, 2.292, -3.311], [1.822, 2.276, -2.321], [1.618, 3.518, -3.572]]
}

[2]
{
  "formula": "C21H19ClO7",
  "method": "ωB97M-V/def2-TZVPD",
  "max_force_ev_per_a": 16.48,
  "relative_energy_kj_mol": 1661.7,
  "gap_ev": 7.3511,
  "species": ["C", "C", "C", "C", "H", "H", "C", "C", "H", "H", "H", "O", "C", "O", "C", "C", "C", "C", "C", "C", "C", "C", "C", "C", "C", "C", "H", "H", "Cl", "C", "O", "O", "H", "H", "O", "H", "H", "H", "C", "O", "O", "H", "H", "H", "H", "H", "H", "H"],
  "coordinates": [[3.847, 2.699, -5.194], [3.450, 2.347, -3.668], [1.903, 2.492, -3.323], [1.040, 1.583, -4.037], [0.105, 2.271, -4.370], [1.602, 1.129, -5.003], [0.851, 0.429, -3.187], [1.684, -0.398, -2.700], [2.232, -0.839, -3.581], [2.480, 0.191, -2.022], [1.330, -1.434, -2.130], [-0.136, 1.005, -2.184], [-0.845, 0.493, -1.226], [-1.328, 0.694, -0.268], [-1.267, -0.976, -1.805], [-1.530, -2.154, -1.111], [-1.705, -2.154, 0.404], [-2.234, -3.339, 1.024], [-2.440, -3.042, 2.458], [-1.702, -1.805, 2.416], [-1.592, -0.738, 3.481], [-1.533, -1.375, 4.751], [-1.414, -0.464, 5.896], [-0.929, 0.853, 5.582], [-1.247, 1.412, 4.234], [-1.231, 0.516, 3.344], [-1.032, 1.015, 2.287], [-0.826, 2.323, 4.103], [-0.642, 2.104, 6.815], [-1.433, -0.851, 7.360], [-1.233, -0.332, 8.282], [-2.158, -1.959, 7.329], [-2.135, -2.386, 8.325], [-1.832, -2.120, 5.088], [-1.442, -1.229, 1.182], [-2.726, -3.764, 3.223], [-2.837, -4.167, 0.615], [-1.738, -3.155, -1.614], [-1.090, -1.286, -3.272], [-1.665, -2.224, -3.984], [-0.121, -0.419, -3.786], [1.910, 3.377, -3.897], [1.953, 2.556, -2.456], [3.871, 1.408, -3.686], [4.028, 2.952, -3.271], [4.833, 2.643, -5.314], [3.281, 2.226, -5.855], [3.642, 3.891, -5.252]]
}

[3]
{
  "formula": "C24H31ClF16N2O8",
  "method": "ωB97M-V/def2-TZVPD",
  "smiles": "CCOC(=O)CCC[C@H]1C(=O)N[C@](COO)(N(C)C(C)=O)[C@H]1Cl.FC(F)C(F)(F)COC(F)(F)C(F)F.FC(F)C(F)(F)COC(F)(F)C(F)F",
  "max_force_ev_per_a": 1.05,
  "gap_ev": 10.1839,
  "species": ["C", "C", "O", "C", "O", "C", "C", "C", "C", "C", "O", "N", "C", "C", "O", "O", "N", "C", "C", "C", "O", "C", "Cl", "H", "H", "H", "H", "H", "H", "H", "H", "H", "H", "H", "H", "H", "H", "H", "H", "H", "H", "H", "H", "H", "H", "H", "C", "C", "C", "F", "F", "F", "F", "O", "C", "C", "F", "F", "F", "F", "H", "H", "H", "H", "C", "C", "C", "F", "F", "F", "F", "O", "C", "C", "F", "F", "F", "F", "H", "H", "H", "H"],
  "coordinates": [[8.857, 4.724, -1.983], [7.522, 4.000, -1.866], [7.769, 2.687, -1.333], [6.772, 2.023, -0.713], [7.035, 1.030, -0.086], [5.363, 2.550, -0.876], [4.320, 1.450, -0.658], [3.006, 1.625, -1.442], [2.174, 2.858, -1.066], [2.497, 4.192, -1.738], [3.561, 4.772, -1.800], [1.325, 4.698, -2.258], [0.163, 4.183, -1.546], [-1.148, 4.283, -2.398], [-0.891, 4.908, -3.642], [-1.630, 4.204, -4.654], [-0.151, 4.886, -0.283], [-0.230, 6.336, -0.451], [0.564, 4.471, 0.896], [1.749, 5.266, 1.409], [0.199, 3.485, 1.486], [0.651, 2.731, -1.308], [0.368, 1.718, -2.787], [9.135, 5.205, -1.043], [8.753, 5.517, -2.728], [9.643, 4.045, -2.309], [7.071, 3.899, -2.856], [6.853, 4.566, -1.219], [5.250, 2.976, -1.872], [5.225, 3.355, -0.152], [4.068, 1.376, 0.405], [4.759, 0.489, -0.924], [3.210, 1.590, -2.515], [2.397, 0.753, -1.187], [2.276, 2.958, 0.018], [1.363, 5.670, -2.528], [-1.882, 4.877, -1.844], [-1.584, 3.302, -2.560], [-0.945, 4.078, -5.325], [-0.655, 6.577, -1.428], [-0.905, 6.749, 0.300], [0.732, 6.852, -0.383], [1.483, 5.686, 2.381], [2.093, 6.052, 0.740], [2.574, 4.571, 1.571], [0.121, 2.207, -0.520], [-4.023, 0.020, -0.312], [-2.536, 0.206, 0.031], [-1.499, -0.589, -0.769], [-1.634, -1.915, -0.579], [-0.264, -0.230, -0.341], [-2.334, 0.038, 1.350], [-2.262, 1.513, -0.273], [-4.795, -0.820, 0.527], [-4.970, -2.152, 0.295], [-4.442, -3.001, 1.458], [-3.128, -2.789, 1.650], [-4.621, -4.308, 1.150], [-4.455, -2.546, -0.881], [-6.303, -2.382, 0.245], [-4.455, 1.006, -0.151], [-4.163, -0.219, -1.366], [-1.576, -0.361, -1.835], [-4.985, -2.765, 2.375], [-4.848, -7.708, 2.762], [-3.713, -7.080, 3.588], [-2.346, -6.893, 2.920], [-1.797, -8.076, 2.585], [-1.522, -6.281, 3.801], [-3.575, -7.726, 4.764], [-4.130, -5.807, 3.855], [-5.150, -9.075, 2.975], [-4.589, -10.088, 2.253], [-3.814, -11.061, 3.151], [-2.824, -10.424, 3.804], [-3.267, -12.021, 2.373], [-3.837, -9.643, 1.234], [-5.604, -10.807, 1.717], [-5.742, -7.194, 3.112], [-4.745, -7.474, 1.702], [-2.439, -6.266, 2.030], [-4.491, -11.518, 3.874]]
}